Record 1
Density functional theory data (ωB97M-V with the def2-TZVPD basis set) for a 3-piece molecular cluster, C4H10N4 overall at a distorted geometry.

Geometry as XYZ:
```
18
Properties=species:S:1:pos:R:3
N 1.60108 -1.58376 -1.29568
N 1.49333 0.99629 -0.14151
N -1.83042 1.70434 0.41872
N 1.60948 -1.21179 -2.63144
C -0.34388 -0.71273 -0.19517
C -1.86099 0.18704 2.30512
C -1.47045 0.59939 0.91718
C 0.76840 -0.13551 -0.19464
H -2.26058 1.02753 2.88522
H 0.71941 -1.45572 -3.05665
H 0.96976 1.85901 -0.03755
H -1.43878 1.85968 -0.51772
H -0.92779 -1.59257 -0.34985
H 1.74020 -0.20319 -2.75206
H 2.28769 0.95782 0.48574
H 2.54849 -1.47238 -0.92846
H -2.61287 -0.60501 2.25817
H -0.99207 -0.21846 2.83056
```

The value obtained for the HOMO-LUMO gap is 0.2892 Ha. The net charge is 0. The calculation puts the HOMO energy at -0.26559 hartree. For the energy above the lowest of the compared OMol25 structures with the same formula, charge and spin, the calculation gives 616.2 kJ/mol.

Record 2
Density functional theory data (ωB97M-V with the def2-TZVPD basis set) for C4H8O as an isolated structure.

Geometry as XYZ:
```
13
Properties=species:S:1:pos:R:3
O 0.01917 -0.45932 1.39688
C 0.39092 -0.73060 0.02412
C -0.90248 -0.80637 -0.85434
C 1.06191 0.65413 -0.02966
C -0.03218 0.92585 1.00539
H -1.54291 -1.61914 -0.50129
H 2.03759 0.66404 0.46966
H 0.03717 1.65221 1.81420
H -1.54908 0.08353 -0.83971
H 1.00416 -1.63947 -0.06633
H -0.65747 -0.95311 -1.90710
H 1.11208 1.18227 -0.98591
H -0.97888 1.04596 0.47407
```

The value obtained for the HOMO-LUMO gap is 0.3950 Ha. The net charge is 0. The calculation puts the HOMO energy at -0.35226 hartree. For the energy above the lowest of the compared OMol25 structures with the same formula, charge and spin, the calculation gives 157.7 kJ/mol.

Record 3
Density functional theory data (ωB97M-V with the def2-TZVPD basis set) for a 12-piece molecular cluster, C60H78O24 overall at a distorted geometry.

Geometry as XYZ:
```
162
Properties=species:S:1:pos:R:3
O 2.40589 1.58494 -5.20208
O 1.10176 -1.78673 -0.82554
O 7.16123 -0.32236 0.57692
O 5.83569 4.76988 -0.20138
O -4.44357 0.34144 -0.38313
O 2.54819 4.82431 4.35697
O -3.86118 2.62934 -4.38034
O -1.33687 -1.10385 -2.05866
O 4.98055 -5.16761 -1.71893
O -5.98098 -2.63001 -4.42577
O -0.08340 2.27559 0.55296
O 3.73350 -2.58909 -1.01131
O -4.12210 0.10363 -3.23037
O -7.88384 -0.60352 0.16416
O -2.11928 -5.21028 1.92765
O -2.32997 -2.11292 4.88025
O -2.76312 2.33652 -1.54318
O -2.94604 -1.02834 2.02216
O 2.60742 -3.75109 3.63060
O -0.84928 -2.85831 2.59199
O 6.18410 -2.56255 -0.48784
O 2.16905 -1.50749 2.08402
O -0.46375 1.63660 -2.89365
O 3.56640 0.76359 2.44651
C 1.29804 4.48382 -0.19480
C 0.86676 1.66200 -3.37797
C -9.54362 -0.43976 -2.25791
C 2.88393 5.80706 1.74785
C 6.38301 4.74888 2.58657
C 5.74603 3.67559 1.91653
C 1.37130 4.00766 1.10382
C 2.07266 4.15959 3.47252
C -4.49961 1.70678 -0.14037
C 4.50251 -4.26453 -2.67704
C -1.23369 -4.64168 1.01243
C 0.99354 1.57780 -4.89245
C 5.10699 2.54683 -1.62526
C -0.35898 0.87539 4.48380
C -3.51798 -2.14366 4.07658
C 4.28927 1.57954 0.43705
C -0.38220 1.37270 3.20795
C -5.89431 -2.66616 -2.14287
C 4.26848 1.62005 1.94375
C 6.01668 3.60841 4.65639
C 5.57619 3.74580 0.40790
C -8.29883 -1.20187 -4.60930
C -3.13009 2.32243 -0.20716
C 6.66098 -2.56373 0.80544
C 1.20356 2.58190 5.11649
C -7.68873 -1.40737 -3.34349
C 0.20858 -0.78806 -0.31328
C -0.22757 -3.69785 1.62603
C -5.77774 -2.57519 0.32439
C 6.57740 4.69277 4.00049
C 4.96590 2.60136 -0.26616
C -4.75601 -3.50730 0.25010
C 0.39724 2.44527 2.86271
C 3.27572 -3.56729 2.40561
C 3.41451 -3.28409 -2.21155
C -6.30185 -2.15623 -0.91681
C 2.15787 4.69983 2.09248
C -10.21183 -0.32305 -3.51450
C 3.66949 0.60716 -0.27409
C 1.22411 3.02215 3.80443
C 0.50451 2.86531 1.43568
C -3.67600 -0.90941 3.24967
C -8.23683 -0.97258 -2.16999
C 2.08082 5.63819 -0.52053
C 2.91331 6.25244 0.41644
C 0.39791 1.52356 5.46006
C -4.81143 0.45297 -4.42857
C -5.08276 1.95374 -4.41755
C 3.41340 -2.11147 2.16827
C -9.56049 -0.72585 -4.68379
C -1.25377 -1.11137 -0.63101
C -4.27408 -4.00441 -0.95090
C 4.63818 1.41129 -2.29709
C 7.79536 -1.57178 0.97152
C -7.46963 -1.12979 -0.85621
C 5.39247 2.54690 4.00659
C -4.87711 -3.64242 -2.14429
C -6.49466 -2.31026 -3.38412
C 5.18521 2.58330 2.62305
C 3.79581 0.52425 -1.64324
H -2.42458 1.75663 0.45656
H -3.69650 0.95506 -3.10360
H 3.96702 -1.73184 3.04207
H -1.46011 -2.15248 -0.26362
H -5.18529 2.30959 -0.81036
H 1.76251 3.16319 5.86419
H -0.77589 0.79126 -2.67789
H 5.71218 3.27956 -2.06053
H 0.72184 3.88610 -0.92742
H -1.49724 -2.28780 4.36203
H 1.51251 0.88631 -2.90118
H 4.25317 -4.03325 2.45844
H -3.46545 -4.73085 -1.02830
H -7.77209 -1.69115 -5.40707
H -4.32281 0.16440 -1.33363
H 5.49765 -4.59271 -1.12706
H 2.38291 -2.88841 3.94752
H 2.11604 -0.57231 2.31593
H 6.65007 5.65336 2.00623
H -5.76737 0.02043 -4.50932
H 2.92884 -2.16496 -0.72252
H 4.91386 1.15713 -3.33371
H -5.59806 2.22848 -5.31734
H 8.60715 -1.78959 0.26070
H -4.24077 0.14930 -5.33871
H 0.36210 1.15125 6.45642
H 3.93353 -4.86464 -3.34471
H -4.38045 -2.32822 4.72321
H -10.08769 -0.12826 -1.35810
H 0.64916 0.60558 -5.32454
H 1.99780 6.12646 -1.48852
H -10.13830 -0.58066 -5.61001
H 6.92259 5.57002 4.54975
H 6.90057 -3.57311 1.05868
H 2.73797 2.43967 -4.87242
H 2.70126 -3.99564 1.62151
H -1.78857 -4.00454 0.32219
H 4.05946 -1.96114 1.26366
H -5.72019 2.18361 -3.45400
H -4.71789 -0.72107 2.99845
H -3.82227 2.94711 -3.46362
H 4.82599 1.81655 4.51059
H -4.36036 -3.86825 1.22038
H 0.44509 2.35761 -5.37123
H 5.85040 -2.21975 1.50629
H -1.86660 2.69650 -1.69298
H 3.08794 -2.72059 -3.09070
H -4.94557 1.80008 0.86855
H 1.29856 2.60607 -3.11584
H 6.05283 3.50712 5.75575
H 3.54416 6.17024 2.47633
H 0.47913 -4.25237 2.24891
H -11.28709 0.01318 -3.53230
H 8.22954 -1.39328 1.93933
H 5.24111 -2.40033 -0.50727
H -2.27182 -1.27791 -2.27264
H -0.96607 0.88539 2.48448
H 0.27737 -3.18931 0.74272
H -3.32551 -0.05531 3.83109
H 0.37376 0.12038 -0.93109
H -4.60430 -4.11530 -3.07190
H -3.48925 -0.86114 1.22163
H -3.38040 -2.96353 3.41807
H 5.32757 -3.79541 -3.21006
H -0.95227 0.03683 4.88618
H -0.70822 -5.43028 0.40287
H 0.64673 -2.06233 -1.67287
H -2.00304 -0.42208 -0.33590
H 3.06060 -0.11794 0.18602
H -3.12602 3.32790 0.16456
H 7.15962 -0.26060 -0.38433
H -1.57103 -2.30605 2.30559
H -1.95229 -4.61241 2.70760
H -6.06212 -2.10179 1.23789
H 2.50524 -3.89355 -1.94600
H 3.27773 -0.21374 -2.24813
H 3.45064 7.12842 0.14010
H 0.51100 -0.78214 0.74668
```

Its SMILES is O=C1c2ccccc2C(=O)c2ccccc21.O=C1c2ccccc2C(=O)c2ccccc21.O=C1c2ccccc2C(=O)c2ccccc21.OCCO.OCCO.OCCO.OCCO.OCCO.OCCO.OCCO.OCCO.OCCO. The value obtained for the HOMO-LUMO gap is 0.3098 Ha. The net charge is 0. The calculation puts the HOMO energy at -0.35384 hartree.

Record 4
Density functional theory data (ωB97M-V with the def2-TZVPD basis set) for C18H18MnN5O2Se as an isolated structure at a distorted geometry.

Geometry as XYZ:
```
45
Properties=species:S:1:pos:R:3
Se -2.39567 1.36678 1.42133
Mn -0.14509 0.39817 1.59169
O 0.44090 0.65830 -0.21128
O 3.59023 -1.64796 -1.92196
N 1.58051 -0.57533 1.53958
N -2.70938 -0.24233 -0.90783
N -0.02645 -0.34456 3.50666
N -2.19493 1.78001 -1.50961
N 2.31701 -0.56574 0.38179
C -2.46623 -0.22517 -2.29131
C -2.25284 1.06734 -2.61669
C 2.87585 -0.75858 -2.59409
C -2.41744 0.95934 -0.41652
C 3.05771 -0.63974 -4.01698
C 1.38970 1.12416 -4.14281
C -0.86025 -0.94518 5.60823
C 0.31270 -1.71402 5.90357
C 1.09615 -1.01476 3.73764
C 1.99404 0.16051 -2.03188
C 2.32420 0.28722 -4.74570
C 2.02400 -1.02032 2.63236
C -1.90560 3.23967 -1.35387
C -2.95981 -1.42963 -0.21172
C 1.26641 1.12782 -2.77486
C 1.30465 -1.67566 4.94377
C -1.02188 -0.30107 4.38550
C 1.61273 0.09080 -0.56435
H 3.72539 -1.43001 -4.40106
H -1.96885 3.77280 -2.32073
H -2.12465 1.60006 -3.57612
H 3.09052 -1.40913 2.53837
H 0.37148 -2.15728 6.87432
H -3.81364 -1.23411 0.41380
H -2.00288 0.17565 4.26112
H 3.50140 -1.53890 -0.91527
H -2.16704 -1.64412 0.52428
H 0.67182 1.83858 -2.24194
H 2.52362 0.43463 -5.80266
H 0.81638 1.72925 -4.84261
H -3.07260 -2.23565 -0.86413
H 2.28188 -2.15929 5.09343
H -1.56182 -0.70566 6.38038
H -2.51297 -1.11860 -2.88650
H -2.64204 3.58054 -0.71637
H -0.94725 3.34117 -0.85895
```

The value obtained for the HOMO-LUMO gap (alpha / beta) is 0.1819 / 0.2091 Ha. As for the spin multiplicity: 5. The net charge is +2. The calculation puts the HOMO energy (alpha / beta) at -0.50468 / -0.50462 hartree.

Record 5
Density functional theory data (ωB97M-V with the def2-TZVPD basis set) for a 2-piece molecular cluster, C4H11NO3 overall at a distorted geometry.

Geometry as XYZ:
```
19
Properties=species:S:1:pos:R:3
O 3.34561 0.35352 2.29552
O -2.58015 -0.94624 -1.52762
O -1.13170 1.16448 -1.26622
N 0.25945 -1.42673 0.10378
C -0.82014 0.77607 0.05238
C 0.51174 0.05124 0.02960
C 1.30732 0.63253 1.27333
C 2.80921 0.19427 1.23163
H -1.98492 0.78719 -1.67654
H 1.19590 1.71750 1.21679
H 0.90385 -1.97067 -0.45238
H -0.71235 -1.48213 -0.22005
H -3.52428 -0.79841 -1.60275
H 3.33488 -0.13766 0.33901
H 0.94253 0.42851 2.26521
H 0.91691 0.40774 -0.93429
H -0.81639 1.63762 0.72391
H -1.69810 0.16981 0.37965
H -2.25937 -1.55864 -2.23095
```

Its SMILES is N[C@@H](CO)CC=O.O. The value obtained for the HOMO-LUMO gap is 0.3386 Ha. The net charge is 0. The calculation puts the HOMO energy at -0.33396 hartree. For the energy above the lowest of the compared OMol25 structures with the same formula, charge and spin, the calculation gives 279.7 kJ/mol.